[1]
# C45H56BaCl2IN4O2P

A molecular structure, C45H56BaCl2IN4O2P (ωB97M-V/def2-TZVPD, the Open Molecules 2025 dataset).

- frontier orbital gap (eV) = 5.71
- F_max (Eh/bohr) = 0.0099
- relative energy (zero: lowest compared OMol25 entry of this formula, charge and spin) (kJ/mol) = 48.2

The geometry in ORCA input format:
```
! wB97M-V def2-TZVPD RIJCOSX def2/J DEFGRID3
* xyz -2 1
Ba -0.435 0.914 0.132
C -3.975 2.368 0.986
N -3.101 2.569 -0.161
C -2.401 3.847 -0.081
C -3.774 2.403 -1.427
C -4.887 3.163 -1.730
C -5.549 3.064 -2.952
C -5.039 2.176 -3.888
C -3.926 1.402 -3.612
C -3.248 1.463 -2.363
N -2.142 0.760 -2.049
C -1.679 -0.213 -2.921
C -2.425 -1.350 -3.260
C -1.898 -2.369 -4.037
C -0.592 -2.287 -4.494
C 0.170 -1.170 -4.175
C -0.353 -0.135 -3.407
N 0.393 1.033 -3.086
C 1.832 0.904 -3.143
C -0.076 2.195 -3.830
H -3.374 2.329 1.895
H -4.491 1.414 0.883
H -4.726 3.169 1.097
H -3.087 4.706 -0.166
H -1.663 3.912 -0.882
H -1.872 3.923 0.870
H -5.246 3.865 -0.984
H -6.422 3.669 -3.163
H -5.513 2.082 -4.861
H -3.552 0.727 -4.372
H -3.433 -1.424 -2.867
H -2.501 -3.243 -4.260
H -0.159 -3.090 -5.079
H 1.192 -1.107 -4.528
H 2.225 0.800 -4.170
H 2.140 0.044 -2.549
H 2.270 1.802 -2.704
H 0.118 2.078 -4.910
H 0.438 3.082 -3.465
H -1.146 2.326 -3.677
Cl 3.089 9.268 -0.017
C 2.419 7.715 0.449
C 2.139 7.472 1.804
C 1.625 6.270 2.186
Cl 1.294 5.981 3.868
C 1.330 5.181 1.263
O 0.890 4.087 1.650
C 1.634 5.505 -0.114
C 1.415 4.561 -1.187
O 0.933 3.446 -1.134
C 2.171 6.749 -0.484
H 2.335 8.237 2.545
H 1.757 4.946 -2.177
H 2.385 6.935 -1.530
I -0.681 2.521 3.560
C -1.513 0.854 4.532
C -1.557 0.868 5.900
C -2.106 -0.227 6.599
C -2.605 -1.292 5.906
C -2.577 -1.316 4.489
C -3.122 -2.414 3.778
C -3.097 -2.411 2.413
C -2.503 -1.331 1.717
C -1.935 -0.225 2.318
C -2.009 -0.234 3.752
H -1.169 1.718 6.447
H -2.130 -0.212 7.683
H -3.036 -2.139 6.430
H -3.556 -3.239 4.334
H -3.514 -3.248 1.860
H -2.505 -1.415 0.625
C 1.180 -2.176 3.011
C 2.392 -2.602 2.166
C 2.853 -3.993 2.614
C 3.506 -1.601 2.506
P 1.933 -2.347 0.317
N 1.197 -1.024 0.083
C 0.950 -3.895 -0.218
C 1.725 -5.202 -0.404
C -0.145 -4.132 0.829
C 0.225 -3.544 -1.524
C 3.582 -2.429 -0.671
C 3.211 -2.641 -2.146
C 4.228 -1.036 -0.584
C 4.618 -3.488 -0.282
H 1.509 -1.981 4.038
H 0.399 -2.933 3.058
H 0.734 -1.265 2.612
H 3.157 -3.942 3.666
H 3.708 -4.361 2.043
H 2.057 -4.734 2.548
H 3.612 -1.549 3.594
H 3.252 -0.605 2.140
H 4.474 -1.892 2.098
H 2.284 -5.491 0.489
H 2.419 -5.162 -1.244
H 1.009 -6.005 -0.616
H 0.236 -4.571 1.749
H -0.883 -4.830 0.417
H -0.660 -3.205 1.075
H 0.869 -3.609 -2.400
H -0.179 -2.531 -1.480
H -0.606 -4.242 -1.676
H 2.388 -1.990 -2.443
H 2.927 -3.671 -2.361
H 4.080 -2.405 -2.771
H 3.454 -0.268 -0.612
H 4.907 -0.895 -1.433
H 4.809 -0.901 0.326
H 4.214 -4.501 -0.310
H 5.032 -3.316 0.712
H 5.453 -3.447 -0.992
*
```


[2]
# C45H56GeN2OPTi

A molecular structure, C45H56GeN2OPTi (ωB97M-V/def2-TZVPD, the Open Molecules 2025 dataset).

- frontier orbital gap (spin up / spin down) (eV) = 6.57 / 6.09
- F_max (Eh/bohr) = 0.0140
- relative energy (zero: lowest compared OMol25 entry of this formula, charge and spin) (kJ/mol) = 45.8

The geometry in ORCA input format:
```
! wB97M-V def2-TZVPD RIJCOSX def2/J DEFGRID3
* xyz 0 4
Ti 0.244 0.201 -0.056
C -3.634 -0.783 -3.559
C -2.899 -0.395 -2.278
C -3.166 1.065 -1.924
P -1.077 -0.681 -2.223
C -0.799 -2.381 -2.879
C -1.556 -3.452 -2.098
C 0.696 -2.669 -2.900
C -0.327 0.363 -3.479
C -0.668 0.322 -4.828
C -0.075 1.152 -5.767
C -0.445 1.089 -7.220
C 0.891 2.040 -5.292
C 1.270 2.088 -3.968
C 0.684 1.235 -3.009
N 1.074 1.200 -1.685
C 2.014 2.215 -1.348
C 1.529 3.449 -0.907
C 0.050 3.688 -0.824
C 2.423 4.453 -0.559
C 3.798 4.259 -0.640
C 4.757 5.339 -0.232
C 4.256 3.033 -1.100
C 3.390 2.010 -1.464
C 3.954 0.728 -2.006
H -4.713 -0.765 -3.388
H -3.374 -1.782 -3.911
H -3.425 -0.071 -4.358
H -3.276 -1.019 -1.459
H -2.772 1.726 -2.699
H -2.695 1.351 -0.979
H -4.238 1.248 -1.837
H -1.156 -2.374 -3.917
H -1.102 -3.602 -1.116
H -1.510 -4.408 -2.624
H -2.607 -3.207 -1.943
H 1.097 -2.726 -1.882
H 1.254 -1.903 -3.439
H 0.884 -3.631 -3.381
H -1.417 -0.388 -5.163
H -1.244 0.366 -7.382
H 0.403 0.789 -7.839
H -0.791 2.055 -7.592
H 1.376 2.718 -5.987
H 2.036 2.789 -3.671
H -0.422 3.640 -1.809
H -0.157 4.666 -0.388
H -0.462 2.939 -0.197
H 2.036 5.402 -0.205
H 4.224 6.220 0.123
H 5.394 5.647 -1.064
H 5.412 5.000 0.572
H 5.324 2.860 -1.180
H 4.579 0.922 -2.879
H 3.161 0.046 -2.305
H 4.573 0.233 -1.258
C 1.521 -0.628 4.211
Ge 0.029 -0.873 2.970
C -1.448 0.289 3.553
C -1.770 0.317 4.911
C -2.827 1.079 5.381
C -3.583 1.838 4.501
C -3.267 1.838 3.150
C -2.207 1.071 2.689
C -0.432 -2.803 3.148
C 0.671 -3.629 3.119
C 0.570 -5.035 3.103
C -0.660 -5.627 3.100
C -1.832 -4.834 3.146
C -3.112 -5.441 3.169
C -4.250 -4.690 3.246
C -4.151 -3.286 3.313
C -2.928 -2.675 3.286
C -1.724 -3.425 3.185
H 1.297 -1.148 5.143
H 1.649 0.436 4.400
H 2.460 -0.999 3.809
H -1.197 -0.272 5.619
H -3.061 1.082 6.437
H -4.409 2.434 4.866
H -3.838 2.441 2.457
H -1.960 1.101 1.625
H 1.668 -3.203 3.098
H 1.472 -5.631 3.081
H -0.762 -6.704 3.073
H -3.169 -6.522 3.129
H -5.222 -5.163 3.267
H -5.050 -2.688 3.407
H -2.866 -1.599 3.372
O -1.757 -1.440 0.569
H -1.586 -2.307 0.960
H -2.561 -1.138 1.012
C 2.701 -1.368 0.493
C 2.814 -0.055 1.201
C 3.901 0.530 1.795
C 3.447 1.759 2.351
C 2.111 1.855 2.064
C 1.154 2.939 2.432
N 1.695 0.751 1.361
H 2.405 -1.268 -0.562
H 1.982 -2.046 0.978
H 3.663 -1.882 0.483
H 4.901 0.127 1.814
H 4.030 2.490 2.885
H 1.669 3.705 3.011
H 0.320 2.565 3.036
H 0.727 3.424 1.553
*
```


[3]
# C45H57Cl3GaGeN4S3Si4

A molecular structure, C45H57Cl3GaGeN4S3Si4 (ωB97M-V/def2-TZVPD, the Open Molecules 2025 dataset).

- frontier orbital gap (spin up / spin down) (eV) = 7.69 / 5.66
- F_max (Eh/bohr) = 0.0166

The geometry in ORCA input format:
```
! wB97M-V def2-TZVPD RIJCOSX def2/J DEFGRID3
* xyz 2 2
Ga 0.160 -0.316 -0.098
N -1.221 0.696 -0.969
S -2.394 1.497 -1.246
N -3.883 0.884 -1.038
S -4.229 0.076 0.234
N -3.456 0.443 1.525
S -2.214 -0.377 2.196
N -1.024 -0.739 1.425
C -1.890 0.747 3.519
C -1.598 2.055 3.143
C -1.228 2.961 4.119
C -1.142 2.559 5.449
C -1.414 1.246 5.804
C -1.789 0.321 4.836
C -2.987 -1.786 2.943
C -4.107 -1.642 3.758
C -4.674 -2.778 4.310
C -4.125 -4.030 4.044
C -3.018 -4.155 3.217
C -2.441 -3.024 2.657
C -5.911 0.432 0.555
C -6.816 0.275 -0.492
C -8.148 0.547 -0.245
C -8.551 0.970 1.020
C -7.629 1.130 2.044
C -6.287 0.857 1.820
C -4.198 -1.637 -0.185
C -5.111 -2.506 0.406
C -5.046 -3.850 0.078
C -4.073 -4.305 -0.805
C -3.167 -3.422 -1.381
C -3.229 -2.069 -1.083
C -2.559 2.006 -2.926
C -1.433 1.879 -3.718
C -1.498 2.293 -5.041
C -2.674 2.832 -5.539
C -3.796 2.966 -4.723
C -3.748 2.554 -3.403
C -2.407 3.030 -0.351
C -3.562 3.591 0.176
C -3.465 4.804 0.844
C -2.237 5.442 0.961
C -1.092 4.874 0.414
C -1.171 3.659 -0.248
H -1.670 2.357 2.105
H -1.005 3.983 3.842
H -0.858 3.273 6.211
H -1.335 0.934 6.838
H -1.981 -0.706 5.113
H -4.524 -0.663 3.961
H -5.538 -2.689 4.956
H -4.570 -4.912 4.487
H -2.596 -5.130 3.011
H -1.580 -3.081 2.005
H -6.482 -0.049 -1.470
H -8.875 0.433 -1.038
H -9.596 1.180 1.204
H -7.952 1.470 3.019
H -5.543 0.988 2.593
H -5.866 -2.143 1.092
H -5.758 -4.541 0.509
H -4.031 -5.357 -1.059
H -2.428 -3.780 -2.086
H -2.550 -1.364 -1.546
H -0.521 1.480 -3.300
H -0.626 2.196 -5.676
H -2.722 3.154 -6.571
H -4.708 3.391 -5.120
H -4.615 2.645 -2.762
H -4.518 3.094 0.075
H -4.353 5.256 1.266
H -2.173 6.393 1.474
H -0.139 5.382 0.496
H -0.288 3.197 -0.677
C 0.522 -2.365 3.948
Si 2.037 -1.488 3.362
C 3.481 -2.346 4.129
C 1.876 0.319 3.737
Ge 2.187 -1.608 0.647
Si 4.209 0.075 0.590
C 5.430 -0.654 1.775
C 3.513 1.694 1.184
C 5.056 0.328 -1.026
Si 1.952 -4.011 0.216
C 0.523 -4.737 1.161
C 3.576 -4.696 0.801
C 1.651 -4.447 -1.561
H 0.489 -2.240 5.037
H 0.536 -3.432 3.743
H -0.374 -1.932 3.515
H 3.299 -2.360 5.210
H 4.439 -1.872 3.958
H 3.548 -3.383 3.795
H 1.312 0.425 4.671
H 1.324 0.846 2.956
H 2.844 0.799 3.866
H 5.186 -0.395 2.802
H 6.416 -0.231 1.556
H 5.507 -1.739 1.687
H 3.670 1.834 2.253
H 2.450 1.799 0.971
H 4.034 2.498 0.656
H 5.434 -0.591 -1.467
H 5.912 0.979 -0.806
H 4.415 0.828 -1.749
H 0.499 -4.448 2.208
H 0.604 -5.827 1.116
H -0.427 -4.452 0.696
H 3.726 -4.533 1.872
H 4.407 -4.226 0.267
H 3.628 -5.772 0.613
H 0.861 -3.837 -2.008
H 1.338 -5.495 -1.597
H 2.547 -4.335 -2.168
Cl 2.889 -1.687 -2.026
Si 1.035 -0.722 -2.754
Cl 1.592 1.248 -1.637
Cl 1.731 -0.153 -4.621
*
```


[4]
# C45H58AsN8O3SSc

A molecular structure, C45H58AsN8O3SSc at a distorted geometry (ωB97M-V/def2-TZVPD, the Open Molecules 2025 dataset).

- frontier orbital gap (eV) = 4.25
- F_max (Eh/bohr) = 0.0993
- relative energy (zero: lowest compared OMol25 entry of this formula, charge and spin) (kJ/mol) = 766.3

The geometry in ORCA input format:
```
! wB97M-V def2-TZVPD RIJCOSX def2/J DEFGRID3
* xyz 0 1
Sc 11.945 12.372 16.427
C 11.215 11.421 10.915
C 10.128 10.402 11.114
C 9.150 10.256 10.005
C 8.135 9.323 10.204
C 8.067 8.524 11.354
C 8.841 8.744 12.479
C 8.548 8.005 13.751
C 9.944 9.700 12.333
N 10.672 10.020 13.516
C 11.640 9.083 14.106
O 11.919 8.122 13.401
C 11.756 9.067 15.604
C 11.380 7.906 16.158
C 11.733 7.562 17.491
C 12.435 8.551 18.222
C 12.684 9.834 17.647
N 12.346 10.079 16.365
C 13.600 10.794 18.370
O 13.596 10.399 19.792
N 13.153 12.148 18.237
C 13.910 13.131 18.932
C 13.444 14.382 19.386
C 12.226 14.990 18.779
C 14.074 15.180 20.379
C 14.983 14.918 21.394
C 15.556 13.594 21.593
C 15.760 12.585 20.668
C 17.940 11.619 21.166
H 11.677 11.284 9.932
H 11.970 11.213 11.674
H 10.898 12.448 11.062
H 9.212 10.989 9.223
H 7.407 9.161 9.392
H 7.319 7.752 11.355
H 7.506 8.010 14.004
H 9.062 8.404 14.698
H 8.965 7.044 13.767
H 10.866 7.243 15.512
H 11.374 6.598 17.902
H 12.707 8.400 19.304
H 11.659 15.562 19.599
H 11.534 14.344 18.157
H 12.459 15.823 18.062
H 13.768 16.208 20.245
H 15.210 15.621 22.221
H 15.676 13.331 22.616
H 18.213 12.248 22.061
H 18.224 12.217 20.235
H 18.523 10.632 21.254
C 16.158 7.607 6.010
As 14.738 8.951 6.482
C 14.755 9.260 8.428
C 13.273 7.585 6.559
S 10.560 11.660 14.109
H 16.845 7.242 6.808
H 16.792 8.096 5.254
H 15.547 6.755 5.536
H 13.670 9.436 8.617
H 15.349 10.201 8.567
H 15.185 8.403 9.012
H 13.521 6.693 7.118
H 12.907 7.363 5.564
H 12.405 8.125 7.041
C 17.130 11.844 17.651
C 15.951 11.686 18.270
C 15.431 12.849 19.200
C 16.430 11.357 21.211
C 15.948 10.008 20.758
C 14.971 9.740 19.703
C 15.097 10.459 18.336
C 16.343 9.003 21.664
N 16.749 8.182 22.454
H 17.725 11.022 17.238
H 17.473 12.856 17.574
H 15.959 13.742 18.826
H 16.300 11.507 22.295
H 14.788 8.646 19.620
H 15.402 9.781 17.574
C 14.627 13.567 12.373
N 14.299 13.267 13.793
C 14.765 11.946 14.205
C 13.840 14.134 14.697
C 13.932 15.568 14.510
O 13.448 13.601 15.825
H 14.275 14.544 12.093
H 14.152 12.794 11.765
H 15.704 13.405 12.209
H 14.146 11.153 13.669
H 14.671 11.796 15.270
H 15.761 11.766 13.859
H 14.981 15.809 14.420
H 13.471 16.050 15.371
H 13.515 15.914 13.587
C 7.623 10.853 18.873
C 9.020 11.032 19.480
N 9.788 12.045 18.722
C 9.238 12.863 17.777
N 10.032 13.352 16.785
C 9.537 14.306 15.810
C 8.372 15.114 16.401
C 7.322 14.000 16.803
N 7.901 13.130 17.868
C 7.009 12.220 18.721
H 7.065 10.146 19.498
H 7.687 10.309 17.878
H 9.541 10.094 19.544
H 8.855 11.397 20.511
H 10.779 12.214 18.916
H 9.245 13.796 14.880
H 10.404 14.929 15.532
H 8.013 15.902 15.706
H 8.700 15.601 17.353
H 7.109 13.369 15.893
H 6.362 14.308 17.268
H 5.996 12.190 18.319
H 6.827 12.666 19.690
*
```


- Among the records above, which one has the highest F_max?
  C45H58AsN8O3SSc


- F_max of number 3 (C45H57Cl3GaGeN4S3Si4)?
  0.0166 Eh/bohr


- What is the F_max in the second record?
  0.0140 Eh/bohr